Record 1
Molecular formula: C27H22N4O8Ti
Method: DFT, ωB97M-V with the def2-TZVPD basis set

Each line ends with the natural charge from an NBO analysis.
Positions of all 62 atoms, in Å:
Ti1 -0.532 0.722 0.366  1.611
C1 -0.202 3.037 3.324  -0.253
O1 0.412 2.006 2.577  -0.501
C2 1.707 2.165 2.183  0.367
C3 2.555 3.190 2.553  -0.303
C4 3.890 3.151 2.157  -0.231
C5 4.379 2.089 1.420  -0.241
C6 3.540 1.055 1.044  -0.224
C7 2.188 1.090 1.386  0.091
N1 1.247 0.153 1.036  -0.388
N2 1.667 -1.056 0.734  -0.246
C8 0.761 -2.031 0.638  0.068
C9 -0.602 -1.895 1.072  0.271
O2 -1.114 -0.709 1.304  -0.660
C10 -1.362 -3.064 1.281  -0.247
C11 -0.870 -4.313 0.989  -0.228
C12 0.415 -4.468 0.420  -0.085
C13 0.928 -5.720 0.032  -0.187
C14 2.128 -5.817 -0.625  -0.235
C15 2.867 -4.668 -0.917  -0.237
C16 2.421 -3.440 -0.496  -0.181
C17 1.210 -3.317 0.194  0.025
H1 0.276 3.142 4.307  0.163
H2 -0.174 3.987 2.782  0.196
H3 -1.239 2.723 3.450  0.221
H4 2.197 4.022 3.142  0.214
H5 4.548 3.957 2.443  0.199
H6 5.419 2.061 1.122  0.200
H7 3.904 0.219 0.468  0.226
H8 -2.370 -2.939 1.663  0.209
H9 -1.489 -5.186 1.158  0.197
H10 0.352 -6.612 0.241  0.195
H11 2.497 -6.783 -0.942  0.197
H12 3.791 -4.755 -1.468  0.199
H13 2.970 -2.538 -0.709  0.227
O3 -0.839 -1.786 -2.811  -0.627
C18 -1.018 -1.000 -1.890  0.767
O4 -0.122 -0.382 -1.222  -0.681
C19 -2.418 -0.626 -1.429  0.134
C20 -3.626 -1.227 -1.748  -0.211
C21 -4.787 -0.732 -1.165  -0.162
C22 -4.698 0.296 -0.227  -0.210
C23 -3.449 0.818 0.056  0.121
N3 -2.357 0.387 -0.569  -0.404
C24 -3.064 1.774 1.180  0.785
O5 -3.905 2.316 1.881  -0.626
O6 -1.799 1.869 1.287  -0.668
H14 -3.636 -2.074 -2.417  0.241
H15 -5.747 -1.170 -1.403  0.215
H16 -5.566 0.685 0.282  0.238
N4 -1.280 1.699 -3.152  -0.842
C25 0.119 2.102 -3.202  -0.227
C26 0.313 3.431 -2.476  -0.513
C27 0.242 3.290 -0.937  0.830
O7 0.218 4.284 -0.232  -0.631
O8 0.255 2.093 -0.488  -0.696
H17 -1.356 0.724 -3.420  0.364
H18 -1.832 2.245 -3.808  0.348
H19 0.498 2.185 -4.239  0.156
H20 0.698 1.331 -2.683  0.230
H21 -0.450 4.153 -2.776  0.215
H22 1.290 3.855 -2.721  0.224

Results
**2S+1**: 2
**LUMO level (alpha / beta)**: 2.1924 / 2.1320 eV
**Kohn-Sham gap (alpha / beta)**: 5.294 / 6.680 eV
**Relative energy (zero: lowest compared OMol25 entry of this formula, charge and spin)**: 36.8 kcal/mol
**Total charge**: -1
**HOMO energy (alpha / beta)**: -3.10 / -4.55 eV

***

Record 2
Molecular formula: C27H23BrClCrN4O6S
Method: DFT, ωB97M-V with the def2-TZVPD basis set

Each line ends with the natural charge from an NBO analysis.
Positions of all 64 atoms, in Å:
Cr1 0.013 0.172 1.013  1.210
C1 -0.232 -2.246 -2.502  -0.681
C2 0.053 -1.625 -1.180  0.250
N1 -0.640 -0.694 -0.642  -0.216
N2 -1.757 -0.166 -1.248  -0.412
C3 -2.153 0.831 -0.484  0.593
O1 -1.571 1.183 0.622  -0.635
C4 -3.323 1.640 -0.880  -0.067
C5 -4.200 1.217 -1.875  -0.176
C6 -5.276 2.016 -2.225  -0.225
C7 -5.472 3.238 -1.590  -0.195
C8 -4.598 3.657 -0.596  -0.204
C9 -3.524 2.857 -0.235  -0.185
C10 1.231 -2.005 -0.364  0.196
C11 2.174 -2.933 -0.759  -0.234
C12 3.252 -3.189 0.077  -0.126
C13 3.362 -2.519 1.283  -0.246
C14 2.386 -1.599 1.618  0.118
N3 1.349 -1.362 0.816  -0.447
H1 -1.114 -1.784 -2.934  0.266
H2 -0.400 -3.321 -2.400  0.229
H3 0.613 -2.101 -3.179  0.238
H4 -4.030 0.266 -2.363  0.227
H5 -5.964 1.688 -2.993  0.213
H6 -6.307 3.865 -1.875  0.212
H7 -4.753 4.606 -0.100  0.216
H8 -2.833 3.160 0.541  0.252
H9 2.077 -3.426 -1.716  0.234
H10 4.010 -3.901 -0.222  0.227
H11 4.197 -2.680 1.948  0.235
H12 2.429 -1.007 2.523  0.239
Br1 3.255 0.102 -2.567  0.012
C15 3.388 1.956 -2.137  0.060
C16 3.926 2.800 -3.094  -0.277
C17 4.054 4.152 -2.809  -0.204
C18 3.652 4.643 -1.575  -0.210
C19 3.127 3.783 -0.624  -0.160
C20 2.986 2.427 -0.898  -0.196
C21 2.417 1.528 0.164  0.808
O2 3.068 1.222 1.141  -0.640
O3 1.246 1.068 -0.146  -0.695
H13 4.244 2.402 -4.048  0.224
H14 4.466 4.817 -3.556  0.215
H15 3.747 5.698 -1.353  0.216
H16 2.794 4.148 0.340  0.241
Cl1 -1.275 -4.781 3.558  0.022
C22 -1.525 -3.067 3.496  -0.072
C23 -2.188 -2.404 4.513  -0.166
C24 -2.380 -1.042 4.382  -0.233
C25 -1.874 -0.387 3.273  0.091
N4 -1.202 -1.034 2.310  -0.435
C26 -1.054 -2.358 2.411  0.035
H17 -2.540 -2.946 5.380  0.237
H18 -2.911 -0.477 5.135  0.238
H19 -1.989 0.682 3.148  0.264
H20 -0.560 -2.871 1.598  0.214
C27 1.354 3.036 4.128  -0.891
S1 0.204 2.613 2.872  2.407
O4 -1.133 2.798 3.394  -0.988
O5 0.557 3.366 1.696  -0.972
O6 0.483 1.112 2.698  -0.984
H21 1.339 4.118 4.230  0.243
H22 2.335 2.686 3.810  0.252
H23 1.054 2.553 5.056  0.236

Results
**2S+1**: 2
**LUMO level (alpha / beta)**: -0.7426 / -0.7584 eV
**Kohn-Sham gap (alpha / beta)**: 7.827 / 7.566 eV
**Relative energy (zero: lowest compared OMol25 entry of this formula, charge and spin)**: 0.0 kcal/mol
**Total charge**: 0
**HOMO energy (alpha / beta)**: -8.57 / -8.32 eV

***

Record 3
Molecular formula: C27H23Cl3F2HfN3OS2Sb
Method: DFT, ωB97M-V with the def2-TZVPD basis set

Each line ends with the natural charge from an NBO analysis.
Positions of all 63 atoms, in Å:
Hf1 0.372 0.145 1.397  1.859
Cl1 0.958 -7.230 2.993  0.005
C1 0.530 -5.582 2.627  -0.019
C2 1.491 -4.696 2.984  -0.238
C3 1.279 -3.322 2.766  -0.076
Cl2 2.559 -2.245 3.184  0.087
C4 0.120 -2.905 2.121  0.293
O1 -0.131 -1.656 1.901  -0.849
C5 -0.758 -3.874 1.735  -0.055
Cl3 -2.200 -3.338 0.914  0.011
C6 -0.652 -5.215 2.051  -0.244
H1 2.469 -4.949 3.371  0.247
H2 -1.396 -5.938 1.813  0.250
F1 2.782 -3.741 -2.000  -0.305
C7 2.616 -2.461 -1.706  0.432
C8 1.913 -2.025 -0.535  -0.289
C9 1.853 -0.703 -0.152  -0.502
C10 2.618 0.245 -0.932  -0.124
C11 3.222 -0.179 -2.122  0.424
F2 4.003 0.704 -2.889  -0.348
C12 3.253 -1.542 -2.526  -0.352
C13 2.501 1.646 -0.583  0.203
C14 3.343 2.607 -1.113  -0.228
C15 3.044 3.977 -0.798  -0.113
C16 2.033 4.246 0.074  -0.266
C17 1.337 3.209 0.663  0.097
N1 1.567 1.933 0.362  -0.579
H3 1.406 -2.764 0.058  0.220
H4 3.778 -1.786 -3.447  0.250
H5 4.076 2.433 -1.857  0.252
H6 3.744 4.734 -1.137  0.226
H7 1.920 5.262 0.407  0.234
H8 0.634 3.440 1.422  0.229
S1 1.372 0.630 3.689  -0.155
C18 0.527 2.011 4.175  -0.280
C19 1.090 2.919 5.127  0.245
N2 1.307 3.725 5.922  -0.277
C20 -0.680 2.450 3.700  -0.274
S2 -1.470 1.700 2.345  -0.276
C21 -1.425 3.400 4.350  0.234
N3 -2.119 4.118 4.942  -0.267
C22 -1.220 -1.731 -3.017  -0.643
C23 -2.416 -1.078 -2.339  -0.714
Sb1 -1.661 0.419 -0.956  1.064
C24 -3.465 1.477 -0.568  -0.750
C25 -4.606 0.476 -0.117  -0.625
C26 -1.080 1.904 -2.527  -0.682
C27 -2.108 2.060 -3.622  -0.623
H9 -1.536 -2.565 -3.690  0.219
H10 -0.514 -2.212 -2.313  0.217
H11 -0.615 -1.084 -3.664  0.209
H12 -2.964 -1.879 -1.793  0.237
H13 -3.116 -0.695 -3.047  0.223
H14 -3.702 2.136 -1.443  0.226
H15 -3.141 2.169 0.241  0.248
H16 -5.038 -0.111 -0.909  0.210
H17 -5.422 0.894 0.447  0.226
H18 -4.163 -0.268 0.621  0.206
H19 -0.138 1.703 -3.032  0.221
H20 -0.942 2.872 -2.000  0.218
H21 -2.328 1.038 -3.968  0.202
H22 -1.644 2.713 -4.335  0.223
H23 -3.068 2.377 -3.264  0.204

Results
**LUMO level**: -1.2778 eV
**Kohn-Sham gap**: 6.810 eV
**Relative energy (zero: lowest compared OMol25 entry of this formula, charge and spin)**: 14.8 kcal/mol
**Total charge**: 0
**HOMO energy**: -8.09 eV

***

Record 4
Molecular formula: C27H23N4NiO2PS
Method: DFT, ωB97M-V with the def2-TZVPD basis set

Each line ends with the natural charge from an NBO analysis.
Positions of all 59 atoms, in Å:
Ni1 -0.537 0.707 0.083  0.813
N1 -4.051 2.722 1.383  -0.782
C1 -3.037 1.919 1.007  0.312
S1 -1.910 2.519 -0.166  -0.300
N2 -2.975 0.702 1.478  -0.434
N3 -1.966 -0.018 1.010  -0.235
C2 -1.805 -1.262 1.356  0.238
C3 -2.699 -1.967 2.288  -0.013
C4 -4.060 -2.083 2.024  -0.195
C5 -4.871 -2.812 2.878  -0.214
C6 -4.335 -3.407 4.009  -0.209
C7 -2.989 -3.256 4.299  -0.203
C8 -2.171 -2.545 3.440  -0.223
C9 -0.673 -1.917 0.724  0.162
C10 -0.435 -3.276 0.888  -0.294
C11 0.654 -3.866 0.212  -0.186
C12 1.488 -3.093 -0.513  -0.210
C13 1.271 -1.622 -0.667  -0.043
N4 0.029 -1.140 -0.117  -0.546
H1 -4.000 3.701 1.161  0.405
H2 -4.595 2.437 2.179  0.403
H3 -4.471 -1.616 1.142  0.224
H4 -5.925 -2.917 2.658  0.214
H5 -4.965 -3.983 4.671  0.213
H6 -2.571 -3.693 5.195  0.213
H7 -1.124 -2.420 3.669  0.223
H8 -1.103 -3.862 1.494  0.234
H9 0.800 -4.933 0.282  0.221
H10 2.337 -3.508 -1.032  0.208
H11 1.297 -1.381 -1.744  0.216
O1 2.039 2.817 2.575  -0.666
C14 1.373 2.366 1.670  0.786
O2 0.497 1.457 1.754  -0.828
C15 1.627 2.933 0.212  -0.852
P1 1.152 1.567 -0.902  1.004
C16 2.612 0.507 -0.846  -0.213
C17 3.780 0.826 -1.488  -0.177
C18 4.915 0.026 -1.390  -0.117
C19 4.874 -1.135 -0.596  -0.254
C20 3.750 -1.500 0.067  -0.049
C21 2.475 -0.748 -0.042  -0.357
C22 0.909 2.266 -2.569  -0.291
C23 -0.291 1.914 -3.183  -0.208
C24 -0.660 2.488 -4.383  -0.196
C25 0.179 3.408 -4.988  -0.191
C26 1.386 3.743 -4.396  -0.215
C27 1.749 3.185 -3.184  -0.210
H12 2.675 3.217 0.091  0.237
H13 0.984 3.803 0.054  0.270
H14 3.839 1.741 -2.059  0.213
H15 5.832 0.322 -1.876  0.224
H16 5.772 -1.729 -0.494  0.227
H17 3.755 -2.353 0.731  0.224
H18 2.115 -0.500 0.970  0.324
H19 -0.941 1.199 -2.686  0.241
H20 -1.608 2.238 -4.834  0.220
H21 -0.109 3.876 -5.916  0.217
H22 2.038 4.462 -4.868  0.217
H23 2.675 3.478 -2.714  0.207

Results
**LUMO level (alpha / beta)**: -2.5437 / -2.5561 eV
**Kohn-Sham gap (alpha / beta)**: 4.234 / 4.217 eV
**Total charge**: 0
**HOMO energy (alpha / beta)**: -6.78 / -6.77 eV

***

total charge of number 4 (C27H23N4NiO2PS)?
0

***

Repeat the second record exactly.
Molecular formula: C27H23BrClCrN4O6S
Method: DFT, ωB97M-V with the def2-TZVPD basis set

Each line ends with the natural charge from an NBO analysis.
Positions of all 64 atoms, in Å:
Cr1 0.013 0.172 1.013  1.210
C1 -0.232 -2.246 -2.502  -0.681
C2 0.053 -1.625 -1.180  0.250
N1 -0.640 -0.694 -0.642  -0.216
N2 -1.757 -0.166 -1.248  -0.412
C3 -2.153 0.831 -0.484  0.593
O1 -1.571 1.183 0.622  -0.635
C4 -3.323 1.640 -0.880  -0.067
C5 -4.200 1.217 -1.875  -0.176
C6 -5.276 2.016 -2.225  -0.225
C7 -5.472 3.238 -1.590  -0.195
C8 -4.598 3.657 -0.596  -0.204
C9 -3.524 2.857 -0.235  -0.185
C10 1.231 -2.005 -0.364  0.196
C11 2.174 -2.933 -0.759  -0.234
C12 3.252 -3.189 0.077  -0.126
C13 3.362 -2.519 1.283  -0.246
C14 2.386 -1.599 1.618  0.118
N3 1.349 -1.362 0.816  -0.447
H1 -1.114 -1.784 -2.934  0.266
H2 -0.400 -3.321 -2.400  0.229
H3 0.613 -2.101 -3.179  0.238
H4 -4.030 0.266 -2.363  0.227
H5 -5.964 1.688 -2.993  0.213
H6 -6.307 3.865 -1.875  0.212
H7 -4.753 4.606 -0.100  0.216
H8 -2.833 3.160 0.541  0.252
H9 2.077 -3.426 -1.716  0.234
H10 4.010 -3.901 -0.222  0.227
H11 4.197 -2.680 1.948  0.235
H12 2.429 -1.007 2.523  0.239
Br1 3.255 0.102 -2.567  0.012
C15 3.388 1.956 -2.137  0.060
C16 3.926 2.800 -3.094  -0.277
C17 4.054 4.152 -2.809  -0.204
C18 3.652 4.643 -1.575  -0.210
C19 3.127 3.783 -0.624  -0.160
C20 2.986 2.427 -0.898  -0.196
C21 2.417 1.528 0.164  0.808
O2 3.068 1.222 1.141  -0.640
O3 1.246 1.068 -0.146  -0.695
H13 4.244 2.402 -4.048  0.224
H14 4.466 4.817 -3.556  0.215
H15 3.747 5.698 -1.353  0.216
H16 2.794 4.148 0.340  0.241
Cl1 -1.275 -4.781 3.558  0.022
C22 -1.525 -3.067 3.496  -0.072
C23 -2.188 -2.404 4.513  -0.166
C24 -2.380 -1.042 4.382  -0.233
C25 -1.874 -0.387 3.273  0.091
N4 -1.202 -1.034 2.310  -0.435
C26 -1.054 -2.358 2.411  0.035
H17 -2.540 -2.946 5.380  0.237
H18 -2.911 -0.477 5.135  0.238
H19 -1.989 0.682 3.148  0.264
H20 -0.560 -2.871 1.598  0.214
C27 1.354 3.036 4.128  -0.891
S1 0.204 2.613 2.872  2.407
O4 -1.133 2.798 3.394  -0.988
O5 0.557 3.366 1.696  -0.972
O6 0.483 1.112 2.698  -0.984
H21 1.339 4.118 4.230  0.243
H22 2.335 2.686 3.810  0.252
H23 1.054 2.553 5.056  0.236

Results
**2S+1**: 2
**LUMO level (alpha / beta)**: -0.7426 / -0.7584 eV
**Kohn-Sham gap (alpha / beta)**: 7.827 / 7.566 eV
**Relative energy (zero: lowest compared OMol25 entry of this formula, charge and spin)**: 0.0 kcal/mol
**Total charge**: 0
**HOMO energy (alpha / beta)**: -8.57 / -8.32 eV

***

Which value of total charge does entry 2 give?
0

***

Copy entry 2 word for word.
Molecular formula: C27H23BrClCrN4O6S
Method: DFT, ωB97M-V with the def2-TZVPD basis set

Each line ends with the natural charge from an NBO analysis.
Positions of all 64 atoms, in Å:
Cr1 0.013 0.172 1.013  1.210
C1 -0.232 -2.246 -2.502  -0.681
C2 0.053 -1.625 -1.180  0.250
N1 -0.640 -0.694 -0.642  -0.216
N2 -1.757 -0.166 -1.248  -0.412
C3 -2.153 0.831 -0.484  0.593
O1 -1.571 1.183 0.622  -0.635
C4 -3.323 1.640 -0.880  -0.067
C5 -4.200 1.217 -1.875  -0.176
C6 -5.276 2.016 -2.225  -0.225
C7 -5.472 3.238 -1.590  -0.195
C8 -4.598 3.657 -0.596  -0.204
C9 -3.524 2.857 -0.235  -0.185
C10 1.231 -2.005 -0.364  0.196
C11 2.174 -2.933 -0.759  -0.234
C12 3.252 -3.189 0.077  -0.126
C13 3.362 -2.519 1.283  -0.246
C14 2.386 -1.599 1.618  0.118
N3 1.349 -1.362 0.816  -0.447
H1 -1.114 -1.784 -2.934  0.266
H2 -0.400 -3.321 -2.400  0.229
H3 0.613 -2.101 -3.179  0.238
H4 -4.030 0.266 -2.363  0.227
H5 -5.964 1.688 -2.993  0.213
H6 -6.307 3.865 -1.875  0.212
H7 -4.753 4.606 -0.100  0.216
H8 -2.833 3.160 0.541  0.252
H9 2.077 -3.426 -1.716  0.234
H10 4.010 -3.901 -0.222  0.227
H11 4.197 -2.680 1.948  0.235
H12 2.429 -1.007 2.523  0.239
Br1 3.255 0.102 -2.567  0.012
C15 3.388 1.956 -2.137  0.060
C16 3.926 2.800 -3.094  -0.277
C17 4.054 4.152 -2.809  -0.204
C18 3.652 4.643 -1.575  -0.210
C19 3.127 3.783 -0.624  -0.160
C20 2.986 2.427 -0.898  -0.196
C21 2.417 1.528 0.164  0.808
O2 3.068 1.222 1.141  -0.640
O3 1.246 1.068 -0.146  -0.695
H13 4.244 2.402 -4.048  0.224
H14 4.466 4.817 -3.556  0.215
H15 3.747 5.698 -1.353  0.216
H16 2.794 4.148 0.340  0.241
Cl1 -1.275 -4.781 3.558  0.022
C22 -1.525 -3.067 3.496  -0.072
C23 -2.188 -2.404 4.513  -0.166
C24 -2.380 -1.042 4.382  -0.233
C25 -1.874 -0.387 3.273  0.091
N4 -1.202 -1.034 2.310  -0.435
C26 -1.054 -2.358 2.411  0.035
H17 -2.540 -2.946 5.380  0.237
H18 -2.911 -0.477 5.135  0.238
H19 -1.989 0.682 3.148  0.264
H20 -0.560 -2.871 1.598  0.214
C27 1.354 3.036 4.128  -0.891
S1 0.204 2.613 2.872  2.407
O4 -1.133 2.798 3.394  -0.988
O5 0.557 3.366 1.696  -0.972
O6 0.483 1.112 2.698  -0.984
H21 1.339 4.118 4.230  0.243
H22 2.335 2.686 3.810  0.252
H23 1.054 2.553 5.056  0.236

Results
**2S+1**: 2
**LUMO level (alpha / beta)**: -0.7426 / -0.7584 eV
**Kohn-Sham gap (alpha / beta)**: 7.827 / 7.566 eV
**Relative energy (zero: lowest compared OMol25 entry of this formula, charge and spin)**: 0.0 kcal/mol
**Total charge**: 0
**HOMO energy (alpha / beta)**: -8.57 / -8.32 eV